17
Properties=species:S:1:pos:R:3 method="wB97M-V/def2-TZVPD" relative_energy_kcal_mol=130.50 spin_multiplicity=1 homo_energy_ev="-6.029 / -6.032"
C -0.71 -1.35 0.08
C -0.45 0.51 -0.41
C 0.66 -0.30 -0.90
N -1.41 0.87 -1.39
N 0.62 1.03 1.75
C -0.35 1.24 0.76
C 1.82 -0.91 -0.73
H -0.99 1.04 -2.29
H -1.99 1.64 -1.09
H 1.26 0.26 1.57
H 0.29 1.03 2.70
H -0.82 2.22 0.80
H -0.23 -1.57 1.03
H -0.58 -2.14 -0.65
H -1.77 -1.15 0.21
H 2.66 -0.66 -1.37
H 1.98 -1.77 -0.07



9
Properties=species:S:1:pos:R:3 method="wB97M-V/def2-TZVPD" relative_energy_kcal_mol=36.45 spin_multiplicity=1 homo_energy_ev=-4.389 charge=-1
C 3.58 -0.72 -0.24
C -0.56 0.52 0.05
O 2.82 -1.45 -0.75
O 4.67 -0.69 0.29
S 3.15 1.06 0.21
S 0.60 1.95 -0.37
H -1.39 0.76 -0.49
H -0.80 0.76 1.05
H -0.28 -0.56 -0.20



119
Properties=species:S:1:pos:R:3 method="wB97M-V/def2-TZVPD" relative_energy_kcal_mol=36.38 spin_multiplicity=6 homo_energy_ev="-7.155 / -7.306"
Pd -15.65 -2.40 14.17
C -15.53 -2.96 20.45
O -15.77 -4.39 20.23
C -16.20 -4.83 19.03
C -15.71 -6.03 18.55
C -15.95 -6.28 17.24
C -16.77 -5.43 16.34
C -17.36 -4.31 16.88
C -18.10 -3.37 16.10
N -17.80 -3.12 14.81
N -18.65 -2.32 14.12
C -18.16 -1.43 13.25
O -16.92 -1.08 13.09
C -19.15 -0.81 12.30
C -18.83 -0.12 11.12
C -19.80 0.24 10.21
C -21.14 -0.12 10.49
C -21.51 -0.74 11.62
C -20.50 -1.13 12.50
C -17.23 -4.05 18.30
O -17.98 -3.28 18.91
H -15.15 -2.50 19.55
H -14.80 -2.95 21.27
H -16.52 -2.54 20.63
H -15.14 -6.60 19.21
H -15.56 -7.07 16.68
H -16.82 -5.73 15.25
H -18.82 -2.78 16.66
H -17.82 0.15 10.99
H -19.47 0.75 9.33
H -21.92 0.16 9.75
H -22.58 -0.92 11.81
H -20.71 -1.69 13.46
O -13.71 -0.33 14.80
S -12.99 -0.74 13.58
O -12.76 0.29 12.64
N -13.89 -1.95 12.90
C -14.25 -1.88 11.58
C -13.72 -1.16 10.56
C -14.29 -1.28 9.20
C -15.18 -2.24 8.80
C -15.66 -3.08 9.87
C -16.61 -4.12 9.57
C -17.05 -4.81 10.77
C -16.49 -4.49 12.07
N -15.67 -3.49 12.29
C -15.26 -2.80 11.22
C -11.48 -1.64 13.89
C -11.23 -2.87 13.23
C -10.14 -3.64 13.60
C -9.21 -3.13 14.44
C -9.36 -1.89 15.12
C -10.54 -1.17 14.90
H -12.95 -0.41 10.68
H -14.03 -0.54 8.39
H -15.64 -2.52 7.87
H -16.87 -4.20 8.54
H -17.86 -5.65 10.87
H -17.06 -4.99 12.88
H -11.90 -3.17 12.45
H -10.13 -4.59 13.18
H -8.42 -3.77 14.80
H -8.68 -1.67 15.92
H -10.76 -0.28 15.49
C -16.65 6.75 16.42
C -16.22 5.31 16.78
C -15.61 4.93 17.99
C -15.22 3.63 18.20
C -14.57 3.25 19.54
C -15.34 2.65 17.23
Te -14.63 0.63 17.44
N -14.10 -2.35 17.05
C -13.83 -3.39 16.32
O -14.45 -3.80 15.28
C -12.58 -4.12 16.83
C -12.08 -4.00 18.11
C -10.93 -4.74 18.46
C -10.28 -5.67 17.63
C -10.93 -5.84 16.38
C -12.03 -5.05 15.98
C -15.84 0.24 19.17
C -15.19 0.01 20.38
C -13.71 -0.19 20.57
C -16.02 0.08 21.50
C -17.43 0.14 21.45
C -18.30 -0.09 22.67
C -17.99 0.31 20.22
C -17.27 0.36 19.10
C -17.94 0.63 17.78
C -15.99 2.98 15.95
C -16.21 2.01 14.76
C -16.44 4.32 15.84
H -16.36 7.25 15.43
H -16.50 7.39 17.26
H -17.72 6.77 16.31
H -15.51 5.59 18.86
H -15.11 3.54 20.49
H -13.51 3.52 19.50
H -14.62 2.15 19.68
H -12.48 -3.35 18.89
H -10.39 -4.52 19.35
H -9.45 -6.31 17.81
H -10.49 -6.48 15.70
H -12.36 -5.02 14.89
H -13.55 -0.55 21.54
H -13.16 0.75 20.40
H -13.34 -0.90 19.70
H -15.54 -0.06 22.53
H -17.92 0.36 23.61
H -18.38 -1.19 22.96
H -19.29 0.22 22.58
H -19.07 0.38 20.15
H -18.99 0.42 17.83
H -17.40 0.09 16.99
H -17.96 1.73 17.78
H -15.35 1.31 14.54
H -16.44 2.48 13.86
H -17.06 1.39 14.99
H -16.83 4.60 14.85



22
Properties=species:S:1:pos:R:3 method="wB97M-V/def2-TZVPD" relative_energy_kcal_mol=106.01 spin_multiplicity=1 homo_energy_ev=-9.589
C -0.15 -0.63 -1.36
C 0.80 -0.04 0.79
C 1.54 -1.26 0.22
C -1.12 -0.80 1.36
C 1.03 -0.20 -0.69
C -2.09 0.33 1.65
C 1.88 0.69 -1.45
O -2.63 -1.50 -0.73
O -0.74 -2.95 -0.14
S -1.28 -1.64 -0.26
Cl 3.27 -1.34 0.61
H -0.75 0.24 -1.78
H 0.01 -1.27 -2.22
H 1.17 0.77 1.38
H 1.14 -2.24 0.21
H -0.77 -1.41 2.20
H -1.73 1.36 1.25
H -2.24 0.57 2.75
H -3.08 0.14 1.19
H 2.13 0.33 -2.51
H 2.87 1.13 -1.25
H 1.40 1.65 -1.79



15
Properties=species:S:1:pos:R:3 method="wB97M-V/def2-TZVPD" relative_energy_kcal_mol=66.09 spin_multiplicity=1 smiles="C=NCO.NN" homo_energy_ev=-8.001
C 0.92 1.06 0.47
C 2.10 -0.86 -0.22
O -0.01 1.93 -0.11
N 1.39 0.13 -0.52
H 0.22 2.01 -1.05
H 0.43 0.56 1.32
H 1.78 1.64 0.85
H 2.43 -1.50 -1.03
H 2.41 -1.13 0.79
N -1.56 -1.19 0.22
N -2.35 -0.10 -0.38
H -1.78 0.74 -0.27
H -2.10 -2.04 0.05
H -0.73 -1.27 -0.37
H -3.15 0.02 0.25



| no. | calculated total energy (Eh) |
| --- | --- |
| 1 | -305.81588 |
| 2 | -1024.87609 |
| 3 | -3644.78163 |
| 4 | -1282.02987 |
| 5 | -321.02642 |